Entry 1:
Computed, not measured: a molecular structure, C27H39N2O7SiW at a distorted geometry, with the ωB97M-V functional and the def2-TZVPD basis.

The value obtained for the HOMO energy (spin up / spin down) is -11.4 / -11.7 eV. The spin multiplicity is 3. As for the total charge: +1. For the total energy, the calculation gives -55648.172 eV. For the LUMO energy (spin up / spin down), the calculation gives -3.606 / -4.015 eV.

```
77
Properties=species:S:1:pos:R:3:forces:R:3
H 0.626862 8.039909 1.402499 0.00 0.00 0.00
H -3.655417 1.673534 -0.133407 -0.01 0.00 -0.01
C -4.252019 -1.919664 2.838765 0.04 -0.02 0.03
C -3.317673 3.763135 0.301490 0.05 -0.02 0.02
H 3.706184 -0.634501 -1.299045 0.00 0.00 0.00
H 6.282098 -1.258375 2.873905 0.00 0.00 0.00
H -2.426931 -2.245663 3.926392 -0.01 0.00 0.01
C -0.644410 -1.341503 2.237400 -1.07 0.01 0.19
C -0.109950 2.932872 -3.088901 0.01 0.04 -0.03
O 1.538633 -0.285033 -0.269352 0.35 0.10 0.01
H 0.981039 1.281265 -2.175774 -0.01 0.04 0.03
C 6.362272 -1.147985 0.731242 0.04 -0.01 0.00
H 2.126744 7.325076 -0.578512 0.01 0.00 0.00
O 0.056888 3.802109 -1.969905 -0.01 -0.08 0.05
C -2.882932 -1.911159 3.003850 -0.18 -0.01 -0.14
C -2.620021 -1.014502 0.750337 -0.09 0.22 0.23
C -3.011023 4.648822 1.498886 -0.01 0.01 0.02
Si -0.614232 3.777554 -0.484970 0.16 0.03 -0.03
C 1.801294 6.298953 -0.403173 0.01 0.00 0.00
O 0.043670 4.902378 0.444766 -0.01 -0.01 -0.02
C 4.350065 -0.926928 2.023850 0.00 0.00 -0.03
H 7.432216 -1.303268 0.688875 0.00 0.00 0.00
H 0.967923 4.293532 -4.348071 0.00 0.00 0.00
N 1.507080 -0.639807 1.992142 -0.12 -0.02 0.04
C -3.525622 2.319483 0.736227 -0.04 -0.04 0.08
O -2.220171 3.792448 -0.641316 -0.04 0.00 -0.08
H -1.616979 6.853863 -0.411177 0.00 0.00 0.01
H -0.576438 6.380335 -1.768883 0.01 -0.01 0.00
H -3.852244 4.631567 2.192694 0.00 0.00 0.00
C 5.644248 -0.972845 -0.442093 -0.06 0.01 0.00
H 3.833102 -0.903418 2.973065 0.01 0.00 0.01
H 6.149018 -0.992739 -1.398184 0.01 0.00 0.00
O -4.626963 -0.676716 -0.562760 0.03 0.06 0.00
C -1.462821 3.176408 -3.743830 0.00 0.01 0.01
C 4.273986 -0.770508 -0.389648 0.05 -0.01 0.01
C 5.716677 -1.124148 1.961919 -0.01 0.00 0.03
W -0.220579 0.482225 -0.104936 0.05 0.57 0.35
H -2.683889 1.964776 1.339673 0.02 0.03 -0.03
H -0.885987 1.228856 -2.022586 -0.03 -0.02 -0.06
C 0.339360 6.994019 1.513118 0.00 0.00 0.01
H -2.846747 5.680089 1.186374 -0.01 0.00 -0.01
O -0.193474 2.319770 0.226973 -0.21 -0.30 0.04
C -4.800285 -1.503899 1.631160 0.00 -0.01 -0.04
C -4.526186 4.274578 -0.463989 -0.01 0.00 -0.01
H -4.897956 -2.263268 3.634098 0.00 0.00 0.00
O -1.833686 -0.545511 -0.256573 -0.06 0.11 0.04
N 0.131616 -0.454695 1.715830 0.46 -0.85 -0.58
H -4.347386 5.290447 -0.816860 0.01 0.00 0.00
H -3.330593 -0.708928 -2.201888 0.00 0.00 0.00
H -5.020828 -1.191283 -2.478212 0.00 0.00 0.00
H 1.021556 6.517744 2.217129 0.00 0.00 0.00
H -0.669171 6.953023 1.926076 0.00 0.00 0.00
H -3.907758 -2.302174 -1.651096 0.00 0.00 0.00
H 0.973200 2.626002 -4.940003 0.00 0.00 0.00
H 2.494903 5.829591 0.294928 0.00 0.01 0.00
H -0.080409 0.794622 -3.497963 0.03 -0.02 0.02
C 1.029528 3.248511 -4.046569 0.00 0.01 0.00
H -0.349697 7.943251 -0.981506 -0.01 0.00 -0.01
C 0.010641 1.468041 -2.646370 -0.14 -0.09 -0.13
H -1.574176 2.553861 -4.632667 0.00 0.00 0.00
C -4.006940 -1.072405 0.578683 0.01 -0.13 -0.15
H -5.409471 4.279107 0.175228 0.00 0.00 0.00
C -2.072047 -1.421206 1.974691 0.52 0.04 0.00
H -4.420228 2.234673 1.355231 -0.02 0.00 -0.02
H 1.835257 5.757391 -1.349140 -0.01 0.00 0.00
C -4.179847 -1.254965 -1.793443 -0.01 -0.02 -0.02
H -1.538603 4.221371 -4.043114 0.00 0.00 0.00
C 2.178753 -0.544241 0.902415 -0.10 -0.06 -0.05
C 3.627719 -0.750553 0.843551 -0.04 0.09 -0.02
H -4.726345 3.638612 -1.327179 0.00 0.00 0.00
H -0.266622 -2.098708 2.918814 0.44 0.38 0.17
H -2.120880 4.306291 2.029908 -0.01 -0.01 0.00
H -5.869518 -1.520609 1.465532 -0.01 -0.01 0.03
H 1.992655 3.088963 -3.560444 0.00 0.00 0.00
C 0.393123 6.286898 0.170126 0.01 -0.02 0.02
C -0.601547 6.896769 -0.807491 -0.01 0.01 0.00
H -2.277509 2.964782 -3.050510 0.00 -0.01 0.00
```
Positions in Å, forces in eV/Å.

Löwdin population analysis, charges in e, atoms 1 to 6:
1. H 0.09
2. H 0.08
3. C -0.04
4. C -0.62
5. H 0.11
6. H 0.11

Entry 2:
Computed, not measured: a molecular structure, C5H11NO at a distorted geometry, with the ωB97M-V functional and the def2-TZVPD basis.

The value obtained for the HOMO energy is -9.4 eV. Its energy above the lowest of the compared OMol25 structures with the same formula, charge and spin is 87.5 kcal per mole. The spin multiplicity is 1. For the total energy, the calculation gives -8897.904 eV. For the LUMO energy, the calculation gives 0.015 eV.

```
18
Properties=species:S:1:pos:R:3:forces:R:3
H -1.905430 1.741523 0.848991 0.07 0.68 -0.31
H 2.203807 -0.788792 -0.609721 -0.12 -0.03 -0.06
H 1.213004 -1.195565 -2.043525 0.01 0.07 0.17
N -0.116596 0.755006 -0.345956 -0.94 0.13 0.56
H -1.110967 1.132953 2.295377 0.66 -0.27 -1.74
C 1.289329 -1.281688 -0.957923 -0.12 0.14 0.08
H 1.359490 -2.349944 -0.703702 -0.01 0.28 -0.06
C -0.529833 1.124571 -1.642208 -0.24 0.14 0.49
C 0.127891 -0.906340 1.243600 0.22 -0.62 0.08
C 0.056058 -0.706434 -0.245118 -0.18 0.00 0.47
H -0.186353 2.304647 1.363966 -0.33 0.56 -0.39
O -0.683159 0.350871 -2.577768 0.37 0.34 0.95
H -0.053833 -1.920885 1.571017 0.28 -0.34 0.05
H -0.659299 -0.274173 1.614426 0.04 -1.04 0.44
H -0.835291 -1.184933 -0.673355 0.10 -0.08 0.17
C -0.926083 1.530725 1.246052 0.43 0.25 -1.41
H -0.639914 2.201644 -1.838616 -0.11 0.08 0.48
H 1.074390 -0.500862 1.627649 -0.15 -0.29 0.03
```
Positions in Å, forces in eV/Å.

Löwdin population analysis, charges in e, atoms 1 to 6:
1. H 0.05
2. H 0.08
3. H 0.07
4. N 0.00
5. H 0.08
6. C -0.06

Entry 3:
Computed, not measured: a single C14H11NO3 molecule, with the ωB97M-V functional and the def2-TZVPD basis.

The value obtained for the HOMO energy is -8.7 eV. Its energy above the lowest of the compared OMol25 structures with the same formula, charge and spin is 0.0 kcal per mole. The spin multiplicity is 1. For the total energy, the calculation gives -22330.498 eV. For the LUMO energy, the calculation gives -0.830 eV. As for the SMILES: C[C@H](C(=O)O)N1C(=O)c2cccc3cccc1c23.

```
29
Properties=species:S:1:pos:R:3:forces:R:3
C 1.249472 0.037099 0.199157 0.16 0.22 0.00
C -2.324127 -0.493961 -0.326536 -0.47 0.10 -0.15
O -3.519205 1.112088 1.069921 -0.07 0.67 0.14
H -2.160865 -0.279542 -2.470928 0.03 -0.03 -0.05
C 1.782083 2.364514 0.292182 -0.50 -0.14 -0.05
C 1.673955 -2.624718 0.218863 0.50 -0.01 0.04
H -2.865612 1.706947 0.606267 -0.15 -0.39 0.10
C 3.124207 1.967362 0.434293 0.27 0.01 0.02
C 0.835636 1.376332 0.171703 0.65 -0.28 0.06
C 0.344644 -2.168328 0.077459 -0.50 0.47 -0.06
H -2.258305 -1.585131 -0.361523 -0.04 0.26 0.11
N -0.988088 0.001630 -0.040108 -0.22 -0.01 0.06
C -0.630431 1.334014 0.023955 -0.33 0.30 -0.01
C 3.520459 0.648149 0.458998 -0.04 0.02 0.00
H -2.898476 1.113847 -1.671943 -0.02 0.00 -0.02
O -3.995126 -1.036122 1.294830 -0.15 -0.03 0.06
C 2.569454 -0.388748 0.340567 -0.58 0.18 -0.06
H 3.750326 -2.200219 0.453089 0.09 -0.09 0.01
H -3.822529 -0.380604 -1.870089 -0.08 -0.03 -0.03
C 2.757253 -1.791188 0.346053 0.01 -0.28 0.00
H 4.566294 0.401451 0.570601 0.11 0.01 0.01
H 1.833170 -3.692977 0.227586 0.05 -0.07 0.01
C 0.137612 -0.814958 0.067688 0.66 -0.43 0.09
O -1.427318 2.264182 -0.014299 0.11 0.10 -0.05
C -3.356776 -0.160914 0.778011 0.50 -0.57 -0.30
C -2.834708 0.028112 -1.673472 0.09 -0.06 0.07
H 1.517222 3.410265 0.278972 -0.04 0.11 0.00
H 3.874888 2.738492 0.528395 0.07 0.03 0.01
H -0.455110 -2.887083 -0.009680 -0.11 -0.04 0.00
```
Positions in Å, forces in eV/Å.

Löwdin population analysis, charges in e, atoms 1 to 6:
1. C -0.08
2. C -0.20
3. O 0.13
4. H 0.09
5. C 0.02
6. C -0.07

Entry 4:
Computed, not measured: a molecular structure, H4NOP2 at a distorted geometry, with the ωB97M-V functional and the def2-TZVPD basis.

The value obtained for the HOMO energy is -3.4 eV. Its energy above the lowest of the compared OMol25 structures with the same formula, charge and spin is 111.1 kcal per mole. The spin multiplicity is 1. As for the total charge: -1. For the total energy, the calculation gives -22176.433 eV. For the LUMO energy, the calculation gives 4.801 eV.

```
8
Properties=species:S:1:pos:R:3:forces:R:3
H 2.141875 -0.138906 -0.734099 -0.19 -1.03 1.20
O -0.012164 -1.700592 -0.624717 0.16 2.62 0.13
P 1.389367 -0.684419 0.465155 1.98 0.15 -0.86
H 1.816895 0.522229 1.112683 0.27 0.78 0.45
N -0.009706 -0.011658 -0.166629 -1.08 -2.40 -1.77
H -2.181407 -0.901397 -0.499593 -1.04 -0.82 -1.68
H -2.242035 0.765610 0.401473 0.55 -0.06 0.42
P -1.460148 -0.489915 0.542624 -0.64 0.77 2.12
```
Positions in Å, forces in eV/Å.

Löwdin population analysis, charges in e, atoms 1 to 6:
1. H -0.09
2. O -0.67
3. P 0.47
4. H -0.20
5. N -0.68
6. H -0.18

Entry 5:
Computed, not measured: a molecular structure, C37H39As2BrF4PRuSi at a distorted geometry, with the ωB97M-V functional and the def2-TZVPD basis.

The value obtained for the HOMO energy (spin up / spin down) is -7.3 / -7.5 eV. The spin multiplicity is 2. For the total energy, the calculation gives -261336.393 eV. For the LUMO energy (spin up / spin down), the calculation gives -1.038 / -1.087 eV.

```
86
Properties=species:S:1:pos:R:3:forces:R:3
C 0.677600 4.110400 -2.747700 0.09 -0.25 -0.07
C 3.542900 -1.274600 -5.537900 -0.05 0.06 -0.02
C 3.732100 -0.766100 -4.262800 0.12 -0.01 -0.05
H 4.822200 -2.623100 3.788200 0.05 -0.09 0.02
H 4.499900 -1.524900 1.650200 0.01 0.01 0.02
C -0.151400 3.631700 -4.952400 -0.06 -0.05 -0.19
H 1.040900 -1.163900 5.107200 0.01 -0.03 0.06
H 1.799900 -4.018700 -1.022600 0.11 -0.33 -0.02
H 4.957600 -0.051000 0.333300 -0.18 0.03 -0.03
C 0.521000 2.140100 3.617000 -0.22 0.10 -0.30
H 4.243200 -1.223900 -0.808900 -0.08 0.06 0.07
H -2.629100 -1.268900 -0.182500 -0.02 -0.37 0.08
H -1.805000 -2.300600 2.208000 -0.16 0.02 0.03
H 3.813900 2.033600 1.508500 -0.08 -0.07 -0.08
H 2.761400 0.022100 -2.518600 0.04 -0.10 -0.09
H -0.224100 -4.961500 5.155900 -0.01 -0.04 0.08
C -0.125200 -4.441200 4.214300 0.02 -0.02 0.12
C 1.342400 -0.489100 -4.020300 0.26 -0.42 0.42
C 1.808900 -1.215100 4.347400 -0.23 0.13 0.06
H 4.341800 0.496300 -1.220400 -0.11 -0.01 0.07
H 4.387000 -1.583200 -6.135200 0.10 -0.04 -0.04
Si 0.110600 -2.404900 -0.014700 0.69 0.31 -1.29
As 2.409500 0.210500 0.391100 0.57 0.67 0.10
C -1.510700 -0.516800 -3.600800 -0.09 -0.32 0.29
C 1.614500 -0.560700 3.137700 -0.05 -0.01 -0.03
Br -0.392400 2.508000 -0.033100 -0.16 0.98 -0.37
C -2.660000 0.267900 -3.561100 0.19 -0.01 -0.03
P 0.033700 0.082500 -2.877500 -0.18 0.46 1.41
H -0.705600 -2.460100 -4.015600 -0.01 -0.08 -0.04
Ru -0.007500 0.024300 -0.296200 -3.33 -2.57 0.81
C 1.012300 -4.605000 3.443400 0.07 -0.12 0.09
C -0.237700 2.289300 -4.615800 0.00 0.17 0.20
C 2.605400 -0.644900 2.150800 -0.12 -0.14 -0.06
H -2.615200 1.273500 -3.162900 0.01 0.07 0.01
C -1.013300 -2.953600 2.557500 0.06 -0.09 -0.06
H 0.176500 -1.044600 -5.742400 -0.09 -0.02 -0.03
C 2.636900 -0.381500 -3.517500 -0.23 0.12 0.24
H -2.053000 -3.699400 -0.195500 -0.24 -0.07 0.13
H 3.082500 -2.446900 5.547400 -0.03 -0.07 0.08
C -2.779900 -2.327700 -4.540000 -0.15 -0.09 -0.07
H -0.803600 -4.453400 -1.167100 0.13 -0.18 0.01
C 4.171400 -0.212300 -0.407800 -0.14 -0.15 -0.12
C 3.921900 -2.051400 3.618200 -0.01 -0.03 0.15
F 0.399300 5.850000 -4.347600 -0.05 -0.36 0.04
H 1.823500 -2.484200 -1.879100 -0.03 0.10 -0.03
H -2.827300 -3.342600 -4.907800 -0.03 -0.06 -0.02
C -3.852500 -0.237300 -4.043300 -0.11 0.03 0.00
H 2.620000 -2.634100 -0.309400 0.16 0.00 0.04
C -2.042700 -0.360100 -0.168900 3.23 1.38 -1.26
C -1.156200 -0.055200 4.390700 -0.20 -0.07 -0.42
As -0.052000 0.426800 2.813200 0.68 -0.09 -0.10
H 0.859900 1.970800 4.641000 -0.06 -0.16 -0.10
H -0.677900 0.235900 5.325600 0.16 0.06 -0.16
H -1.642100 -3.026900 -1.765200 -0.07 0.09 -0.15
C -1.137700 -3.607700 3.770300 -0.17 0.03 0.07
H -4.743300 0.372900 -4.021600 -0.06 0.07 -0.02
C 0.093900 1.855400 -3.334200 0.12 -0.09 0.26
H 2.010200 -4.110800 1.626300 0.15 -0.03 -0.09
H 2.115600 -1.744200 -7.059200 -0.02 -0.03 -0.06
H 2.163900 2.648100 1.199900 -0.01 -0.13 -0.08
H -2.667500 0.529700 -0.100600 -0.21 0.08 0.42
H 1.809100 -5.248400 3.788200 0.08 -0.06 0.04
C 2.976800 2.044200 0.804200 0.15 0.16 0.11
C 1.124800 -3.959500 2.225000 0.02 0.00 -0.03
C 0.592000 2.771200 -2.425200 -0.44 0.54 -0.37
C -1.233400 -3.498700 -0.877600 0.39 0.62 0.39
C -3.909900 -1.525000 -4.551600 0.00 -0.14 -0.01
H -0.333200 2.820200 3.625800 0.07 -0.02 -0.02
H -2.031200 -3.478200 4.365500 -0.08 0.00 0.08
C 2.261000 -1.368200 -6.056700 0.10 -0.03 -0.13
H -1.385300 -1.115900 4.414300 0.06 0.00 -0.05
C -1.586900 -1.833300 -4.049800 0.13 0.27 0.03
C 1.162200 -0.979600 -5.311100 -0.13 0.12 0.18
C 0.313700 4.553500 -4.016300 0.10 -0.06 0.24
H 3.304600 2.517700 -0.127000 -0.10 -0.12 0.07
F -0.513600 4.049100 -6.177000 0.11 -0.07 0.26
F 1.116800 5.009600 -1.852000 -0.04 0.03 -0.14
C 0.111700 -3.131600 1.758200 0.00 0.33 -0.69
H -4.838700 -1.911000 -4.944400 -0.09 -0.03 -0.01
C 1.754200 -2.942300 -0.893100 -0.66 -0.11 0.57
H 1.326000 2.602300 3.052400 -0.06 -0.05 -0.05
C 3.738500 -1.408500 2.408500 0.11 0.08 -0.24
H -2.093700 0.497700 4.304700 0.06 0.01 -0.05
C 2.951800 -1.952300 4.596600 0.14 0.01 0.03
H 4.726100 -0.675500 -3.847700 0.07 0.00 0.01
F -0.665600 1.407200 -5.537400 0.06 0.32 -0.09
```
Positions in Å, forces in eV/Å.

Löwdin population analysis, charges in e, atoms 1 to 6:
1. C -0.27
2. C -0.08
3. C -0.07
4. H 0.11
5. H 0.08
6. C -0.13